The following is a DFT calculation (wB97M-V/def2-TZVPD) of a 13-piece molecular cluster, C16H56BrN2O18P overall.

Element x y z (Å)
N -0.80570 0.27261 -2.22348
N 0.02714 -0.84770 -1.99383
C -0.81699 -1.83446 -1.24995
P 0.10941 -3.32826 -0.57179
O -0.94719 -4.45987 -0.37225
O 1.30237 -3.95646 -1.60026
O 0.82992 -3.05600 0.93779
C 0.53342 -1.38105 -3.27226
O -0.18264 -1.73203 -4.24384
O 1.96407 -1.54617 -3.35885
C 2.55643 -0.36384 -3.94957
C 4.14639 -0.25900 -3.68189
O 4.82602 -1.28284 -3.54621
Br 4.89467 1.59926 -3.56782
H -0.23595 1.11394 -2.37164
H -1.46119 0.09653 -2.99867
H -1.75496 -2.12315 -1.86109
H -1.23049 -1.27203 -0.32825
H 0.88713 -4.40679 -2.37868
H 1.80488 -2.94223 0.83044
H 2.35828 -0.43027 -5.08488
H 2.05682 0.58459 -3.56162
C 8.23914 1.19922 -1.35584
O 7.43652 2.37226 -1.41795
H 7.91492 0.50898 -2.13569
H 9.28751 1.46277 -1.51844
H 8.12105 0.72411 -0.38013
H 7.74284 2.96431 -0.72039
C -4.46410 -4.31583 -2.00146
O -3.46979 -3.62715 -1.26043
H -4.61561 -3.80101 -2.95089
H -4.13647 -5.34083 -2.19439
H -5.40321 -4.32407 -1.44146
H -3.35230 -4.09867 -0.42565
C 10.00587 -0.92322 2.01134
O 9.04929 -0.56104 1.02530
H 10.84653 -0.23154 1.95614
H 9.55335 -0.86346 3.00442
H 10.36159 -1.93959 1.82477
H 8.31769 -1.18748 1.09536
C -4.05326 -0.67953 1.44670
O -2.79087 -1.13001 1.92804
H -4.01107 -0.60779 0.35892
H -4.83026 -1.39132 1.73243
H -4.27523 0.30352 1.86583
H -2.85572 -1.18426 2.88880
C -8.06947 -1.98801 2.06559
O -7.07854 -1.29717 2.80860
H -8.21405 -1.47795 1.11274
H -7.74322 -3.01482 1.87984
H -9.01159 -1.99102 2.62023
H -6.97048 -1.76894 3.64642
C -7.68252 -2.51461 6.85422
O -7.08103 -2.39716 5.57236
H -8.68162 -2.93373 6.73640
H -7.08406 -3.17829 7.48280
H -7.75710 -1.52825 7.31837
H -6.19960 -2.02461 5.70446
C -4.19117 3.76130 2.59705
O -3.67423 2.44174 2.50873
H -5.16688 3.72599 3.08272
H -3.51469 4.38186 3.18900
H -4.30180 4.18104 1.59387
H -2.81287 2.50180 2.07629
C -1.84694 4.68434 5.48980
O -1.25080 4.80232 4.20767
H -2.84675 4.26480 5.37587
H -1.24605 4.01994 6.11705
H -1.92002 5.67085 5.95495
H -0.36865 5.17537 4.33727
C 2.48615 6.62434 5.68468
O 1.39226 5.77146 5.37242
H 2.57967 7.37674 4.90210
H 2.30598 7.11879 6.64214
H 3.40711 6.03893 5.73476
H 1.33127 5.11575 6.07894
C -0.29466 -3.22855 -7.93573
O 0.24921 -1.91746 -7.88399
H -0.66382 -3.41972 -8.94337
H 0.48128 -3.95774 -7.69089
H -1.12173 -3.31020 -7.22664
H 0.56667 -1.77746 -6.98206
C 3.07375 -0.99868 -9.78574
O 1.86893 -1.59519 -10.23302
H 3.80112 -1.02268 -10.59777
H 2.88764 0.03998 -9.49845
H 3.46782 -1.55711 -8.93171
H 1.24193 -1.56084 -9.49397
C 2.91388 3.20669 2.92241
O 2.45944 4.49981 2.55621
H 3.82424 2.98328 2.36567
H 3.13011 3.18087 3.99413
H 2.14998 2.46379 2.67848
H 1.65511 4.67243 3.06204

Forces on the atoms, in the same order (eV/Å):
N -0.122 0.597 -0.495
N 0.448 -0.787 -0.581
C -0.284 0.708 0.535
P -2.996 -5.341 1.107
O 2.936 3.535 -0.454
O -1.349 1.604 0.852
O 0.485 0.288 -3.317
C -0.936 -1.662 -2.778
O 2.675 1.541 3.675
O -1.590 1.224 0.293
C -0.088 1.087 -0.765
C 0.625 -3.877 0.385
O -2.311 4.325 -0.482
Br -0.635 -1.475 -0.146
H -0.414 -0.603 -0.045
H 0.423 0.247 0.302
H 1.627 -0.268 0.966
H 0.805 -0.955 -1.293
H 0.203 0.481 1.092
H -0.852 -0.019 0.185
H 0.679 0.342 1.578
H 0.768 -1.160 -0.398
C -0.084 0.106 0.287
O -0.145 0.322 -0.068
H -0.043 0.162 -0.006
H 0.071 -0.242 0.011
H 0.191 -0.004 -0.295
H -0.124 -0.114 -0.177
C 0.157 -0.001 0.346
O -0.402 0.182 -0.100
H 0.051 0.005 0.096
H -0.171 -0.052 -0.128
H -0.145 -0.111 -0.196
H 0.420 0.155 -0.209
C -0.205 -0.177 0.018
O -0.047 -0.155 0.123
H -0.134 -0.023 -0.074
H 0.209 -0.042 0.099
H 0.157 0.029 0.167
H 0.130 0.164 -0.098
C -0.222 -0.001 0.249
O 0.421 -0.092 0.028
H 0.134 -0.082 0.081
H -0.128 0.157 -0.159
H -0.192 -0.056 -0.149
H 0.090 0.017 -0.243
C 0.165 -0.027 0.316
O 0.140 0.036 0.003
H 0.068 0.008 0.102
H -0.201 -0.062 -0.138
H -0.119 -0.118 -0.167
H -0.249 0.150 -0.091
C 0.127 0.103 0.074
O 0.306 0.031 -0.210
H 0.127 0.041 -0.094
H -0.148 0.009 0.125
H -0.112 -0.091 0.144
H -0.174 -0.103 -0.030
C 0.249 0.022 -0.045
O 0.096 -0.088 0.011
H 0.075 -0.129 -0.070
H -0.123 0.186 -0.102
H -0.111 0.197 0.089
H -0.153 -0.097 0.154
C 0.306 0.166 -0.113
O 0.039 -0.103 -0.179
H 0.118 -0.002 -0.045
H -0.169 -0.027 0.194
H -0.097 -0.081 0.181
H -0.129 0.125 0.015
C 0.121 -0.022 0.122
O -0.333 -0.367 -0.014
H -0.088 -0.150 0.030
H 0.134 0.091 -0.042
H 0.079 0.171 -0.010
H -0.030 0.123 -0.174
C -0.002 -0.141 0.224
O 0.122 0.293 0.115
H 0.094 0.130 0.067
H -0.144 -0.152 -0.058
H -0.012 -0.162 -0.065
H -0.129 0.044 -0.181
C -0.440 -0.129 0.072
O -0.011 0.017 -0.165
H -0.089 -0.020 0.045
H 0.249 0.069 0.055
H 0.221 0.127 0.042
H 0.097 -0.085 -0.039
C -0.281 0.176 0.063
O -0.041 0.097 -0.064
H -0.089 0.101 0.015
H 0.085 -0.223 0.015
H 0.144 -0.188 0.075
H 0.224 0.078 -0.071

## Properties
F_max	6.22	eV/Å
spin multiplicity	1
lowest unoccupied orbital energy	-0.09	eV
charge	0
HOMO energy	-9.56	eV

***

The following is a DFT calculation (wB97M-V/def2-TZVPD) of a 13-piece molecular cluster, C16H58O16 overall.

Element x y z (Å)
C -1.18388 -1.55646 -4.60107
C -1.07244 -2.63551 -5.67907
O -1.69686 -3.87263 -5.25651
O -0.75320 -1.95804 -3.34664
H -2.22215 -1.22524 -4.58101
H -0.59624 -0.66114 -4.80401
H -0.05005 -2.76668 -6.03350
H -1.71608 -2.37667 -6.51981
H -1.44182 -4.61527 -5.80881
H -0.40722 -1.17616 -2.91011
C 3.08324 -0.01020 4.40658
C 1.84768 -0.20098 3.50305
O 0.59782 -0.24597 4.21033
O 2.92428 1.06885 5.33788
H 3.99839 0.04821 3.81738
H 3.14766 -0.95246 4.95072
H 1.93921 -1.13386 2.94677
H 1.84348 0.67913 2.86002
H 0.26069 0.65180 4.25453
H 3.30239 0.89836 6.20365
C 0.76496 -0.47901 -0.64204
C -0.25211 -0.24443 0.59774
O -0.59415 1.19600 0.65019
O 0.16701 0.05124 -1.84787
H 0.99079 -1.54233 -0.72244
H 1.71780 0.01748 -0.45850
H 0.03945 -0.70466 1.54181
H -1.18852 -0.79022 0.48214
H -1.42004 1.29647 1.12916
H -0.05823 0.98146 -1.77342
C -2.66242 2.85388 -1.92643
O -3.91839 2.85903 -2.51188
H -2.01164 3.35677 -2.64175
H -2.66475 3.25456 -0.91274
H -2.28771 1.83547 -1.82385
H -3.99670 3.61304 -3.10088
C 0.78386 -3.60638 2.33335
O 1.66861 -2.97931 1.37732
H 1.24879 -4.23492 3.09287
H 0.26803 -2.78318 2.82766
H 0.00885 -4.17239 1.81656
H 2.35270 -3.61225 1.14707
C -2.89554 -1.78651 3.17258
O -2.89613 -3.00457 3.94177
H -2.14979 -1.07388 3.52486
H -2.63335 -2.05897 2.15027
H -3.85776 -1.27442 3.17330
H -2.34094 -3.02931 4.72455
C -4.41630 1.84142 2.11171
O -3.23806 1.19361 1.66725
H -4.91222 2.18803 1.20504
H -4.99531 1.14725 2.72080
H -4.15967 2.64734 2.79926
H -3.51995 0.60521 0.96303
C -0.73149 3.30386 4.21345
O -0.30396 2.35002 5.16667
H -1.41880 2.78599 3.54447
H -1.29592 4.11361 4.67587
H 0.08820 3.77144 3.66794
H -0.12259 2.90105 5.93156
C 4.47612 -0.54240 1.22564
O 4.32465 -0.63782 -0.17670
H 3.75743 -1.24174 1.65286
H 5.42816 -0.98844 1.51331
H 4.37360 0.46189 1.63670
H 4.58423 -1.54633 -0.34649
C 2.78224 -2.31116 -3.33840
O 3.71856 -1.93822 -4.32558
H 3.32092 -2.91645 -2.60932
H 2.45981 -1.47107 -2.72327
H 1.90242 -2.87149 -3.65468
H 4.48771 -1.52233 -3.92931
C 0.30910 2.53761 -4.81836
O 1.50367 2.63727 -5.55444
H -0.49417 2.23233 -5.48892
H 0.35263 1.79977 -4.01724
H 0.04482 3.53941 -4.47978
H 1.90684 1.79586 -5.78045
C -3.58158 -1.14956 -1.38146
O -4.60219 -0.62133 -0.52040
H -2.71986 -1.42188 -0.77206
H -3.99533 -1.99765 -1.92706
H -3.20542 -0.37479 -2.04954
H -5.22788 -0.12284 -1.05108
C 3.18068 2.79674 -0.00192
O 3.57322 3.81448 0.83903
H 2.43839 3.18633 -0.69859
H 4.07489 2.39562 -0.47896
H 2.69334 2.04238 0.61577
H 3.17149 3.68927 1.70189

Forces on the atoms, in the same order (eV/Å):
C -0.275 0.164 -0.328
C -0.796 -0.634 -0.340
O 0.386 0.419 0.900
O -0.040 -1.343 0.459
H -0.392 -0.049 0.134
H 0.056 0.045 -1.099
H 0.127 -0.203 0.210
H 0.436 0.875 -0.305
H 0.225 0.268 -0.157
H 0.131 0.266 0.472
C -0.778 -1.203 1.233
C -0.113 1.257 0.775
O 0.797 -0.553 -0.439
O -0.166 0.270 -1.007
H -0.013 0.409 -0.122
H 0.217 -0.110 0.355
H 0.180 0.232 -0.139
H -0.204 -0.159 -0.628
H -0.005 0.258 0.475
H 0.093 -0.426 -0.265
C -1.713 1.222 1.825
C -0.131 0.665 -1.331
O 1.479 -1.595 -0.228
O 0.484 -0.885 0.113
H -0.425 0.064 -0.404
H -0.045 0.155 0.134
H 1.017 0.708 0.182
H -0.139 -0.060 -0.914
H -0.442 -0.029 0.244
H 0.108 0.083 0.619
C 1.007 -0.167 -0.212
O -1.626 -0.345 -0.310
H 0.674 0.268 0.644
H 0.147 0.461 -0.086
H -0.162 -0.233 -0.092
H -0.030 -0.065 0.129
C -0.566 0.700 -0.473
O 0.016 -0.473 0.634
H 0.369 0.091 -0.169
H 0.058 -0.028 0.191
H 0.085 -0.211 -0.062
H -0.005 -0.084 -0.116
C 0.778 -0.346 0.517
O -0.605 -0.061 -0.470
H 0.088 -0.017 0.073
H -0.115 0.053 -0.100
H -0.160 -0.310 0.154
H 0.091 0.720 -0.203
C 0.244 -0.204 0.130
O 0.680 -0.005 0.266
H -0.609 0.286 0.472
H -0.473 -0.060 -0.307
H 0.177 0.221 -0.377
H -0.148 -0.422 -0.357
C -0.712 0.071 -0.495
O -0.017 0.608 0.192
H 0.189 0.124 -0.295
H -0.107 0.038 0.145
H 0.152 -0.227 -0.157
H 0.394 -0.609 0.406
C 0.004 -1.314 0.455
O 0.169 0.446 -0.322
H -0.432 0.429 0.508
H 0.453 0.492 0.183
H -0.062 -0.054 -0.475
H -0.097 0.011 -0.513
C 0.847 0.097 1.752
O -0.520 -0.034 -1.118
H -0.146 -0.606 0.187
H -0.342 0.390 -0.345
H 0.326 0.232 -0.706
H -0.197 -0.021 0.233
C -0.361 -0.396 -0.752
O 0.668 0.619 -0.042
H -0.313 -0.137 -0.020
H 0.128 0.193 0.297
H 0.246 -0.123 0.310
H -0.364 -0.198 0.229
C -0.187 0.366 0.098
O 0.400 0.210 0.416
H -0.306 -0.342 0.035
H 0.402 -0.048 -0.106
H -0.137 -0.060 -0.302
H -0.007 0.010 -0.106
C -0.590 -0.802 -0.019
O 0.718 1.627 1.343
H 0.100 -0.270 -0.454
H -0.291 -0.192 -0.328
H -0.044 -0.550 -0.442
H 0.059 0.142 -0.085

## Properties
F_max	2.79	eV/Å
spin multiplicity	1
lowest unoccupied orbital energy	0.26	eV
charge	0
HOMO energy	-9.60	eV